# 1
Entry from the OMol25 dataset: the molecule C25H31N3O4S (the ωB97M-V functional and the def2-TZVPD basis).

Its multiplicity is 1. The HOMO energy comes out at -8.422 eV. As for the total charge: 0. As for the relative energy (zero: lowest compared OMol25 entry of this formula, charge and spin): 41.5 kJ/mol. As for the SMILES: CCc1ccc(NC(=O)C2CCN(S(=O)(=O)c3ccc4c(c3)C[C@@H](C)N4C(C)=O)CC2)cc1. Its HOMO-LUMO gap is 8.95 eV.

Last column: Löwdin charge in e.
Atoms and positions in Å:
C -1.510 -6.172 3.104  -0.10
H -2.555 -6.359 2.867  0.07
H -0.935 -6.230 2.183  0.07
H -1.163 -6.949 3.781  0.07
C -1.349 -4.792 3.745  -0.22
C -1.826 -3.719 2.808  -0.26
C -3.153 -3.310 2.812  -0.04
C -3.602 -2.353 1.924  -0.03
C -2.729 -1.785 1.000  -0.22
C -1.398 -2.187 0.987  0.00
C -0.963 -3.144 1.885  -0.03
H 0.075 -3.444 1.870  0.12
H -0.715 -1.751 0.279  0.10
N -3.242 -0.809 0.133  0.13
C -2.647 -0.210 -0.934  -0.43
O -1.544 -0.496 -1.347  0.08
C -3.540 0.870 -1.553  -0.23
C -2.999 1.363 -2.898  -0.11
C -1.695 2.138 -2.722  -0.20
N -1.867 3.211 -1.767  -0.22
S -0.585 4.283 -1.715  0.67
O -0.315 4.687 -3.064  -0.28
O -0.915 5.289 -0.748  -0.28
C 0.769 3.285 -1.111  -0.27
C 0.950 3.141 0.251  -0.05
C 1.902 2.261 0.748  0.03
C 2.649 1.533 -0.164  -0.13
C 2.462 1.688 -1.543  -0.14
C 1.517 2.561 -2.028  0.00
H 1.353 2.711 -3.083  0.12
C 3.381 0.759 -2.277  -0.06
H 3.890 1.242 -3.110  0.12
H 2.815 -0.090 -2.669  0.13
C 4.366 0.326 -1.176  -0.30
N 3.650 0.589 0.076  0.04
C 3.886 -0.007 1.283  -0.46
O 3.287 0.309 2.288  0.07
C 4.916 -1.116 1.284  0.01
H 5.029 -1.466 2.306  0.09
H 4.576 -1.944 0.665  0.09
H 5.879 -0.774 0.916  0.07
C 5.637 1.176 -1.234  -0.03
H 6.288 0.975 -0.388  0.07
H 6.184 0.967 -2.149  0.08
H 5.371 2.231 -1.215  0.09
H 4.618 -0.733 -1.253  0.14
H 2.050 2.135 1.807  0.11
H 0.350 3.740 0.917  0.12
C -2.306 2.760 -0.468  -0.20
C -3.660 2.069 -0.601  -0.12
H -4.379 2.779 -1.014  0.13
H -4.005 1.761 0.388  0.11
H -2.379 3.646 0.164  0.12
H -1.578 2.061 -0.023  0.13
H -1.395 2.603 -3.662  0.12
H -0.909 1.444 -2.395  0.11
H -2.814 0.514 -3.557  0.12
H -3.745 2.012 -3.359  0.12
H -4.534 0.432 -1.711  0.15
H -4.196 -0.541 0.336  0.14
H -4.638 -2.041 1.946  0.11
H -3.844 -3.741 3.523  0.11
H -0.298 -4.628 3.989  0.11
H -1.925 -4.756 4.672  0.11

# 2
Entry from the OMol25 dataset: the molecule C3H7ClN2O (the ωB97M-V functional and the def2-TZVPD basis).

Its multiplicity is 1. The HOMO energy comes out at -9.454 eV. As for the total charge: 0. As for the relative energy (zero: lowest compared OMol25 entry of this formula, charge and spin): 310.5 kJ/mol. As for the SMILES: [H]/N=C(/NO)[C@H](C)Cl. Its HOMO-LUMO gap is 10.13 eV.

Last column: Löwdin charge in e.
Atoms and positions in Å:
C -1.160 1.102 0.741  -0.17
C -0.731 0.154 -0.440  -0.59
C 0.423 -0.820 -0.059  -0.47
H -1.920 0.758 1.468  0.05
H -1.552 2.112 0.230  0.10
H -0.206 1.509 1.572  0.16
H -0.307 0.630 -1.226  0.04
H -0.878 -1.946 0.504  -0.01
H 2.253 -0.970 0.578  0.18
H 2.455 0.307 -1.768  0.06
N 0.134 -1.929 0.553  0.11
N 1.741 -0.784 -0.353  0.00
O 2.108 0.490 -0.933  -0.04
Cl -2.361 -0.613 -0.869  0.59

# 3
Entry from the OMol25 dataset: a cluster of 2 separate species, C5H11NO3 in total (the ωB97M-V functional and the def2-TZVPD basis).

Its multiplicity is 1. The HOMO energy comes out at -8.420 eV. As for the total charge: 0. As for the relative energy (zero: lowest compared OMol25 entry of this formula, charge and spin): 494.5 kJ/mol. As for the SMILES: CNC(C)=O.CC(=O)O. Its HOMO-LUMO gap is 9.18 eV.

Last column: Löwdin charge in e.
Atoms and positions in Å:
C -2.914 0.154 -0.968  -0.06
C -1.598 -0.336 -0.210  -0.59
C -0.230 0.129 1.990  -0.03
C 1.945 -0.344 -0.290  -0.46
C 2.650 0.597 -1.283  0.03
H -3.089 1.316 -0.840  0.08
H -3.931 -0.487 -1.002  0.10
H -2.561 -0.087 -2.111  0.11
H -2.397 0.711 1.435  0.19
H 0.419 -0.245 1.233  -0.02
H 0.074 1.157 2.336  0.10
H -0.546 -0.736 2.623  0.09
H 2.290 -1.528 1.226  0.08
H 1.914 0.784 -2.185  0.14
H 3.214 1.413 -0.951  0.05
H 3.487 -0.094 -1.634  0.10
N -1.406 0.326 0.989  -0.02
O -0.913 -1.107 -0.777  0.03
O 0.799 -0.577 -0.182  0.00
O 2.792 -1.046 0.602  0.08

# 4
Entry from the OMol25 dataset: a cluster of 6 separate species, C30H62F2O18 in total (the ωB97M-V functional and the def2-TZVPD basis).

Its multiplicity is 1. The HOMO energy comes out at -8.749 eV. As for the total charge: 0. As for the SMILES: O=C1OC[C@@H](F)O1.O=C1OC[C@@H](F)O1.COCCOCCOC.COCCOCCOC.COCCOCCOC.COCCOCCOC. Its HOMO-LUMO gap is 8.85 eV.

Last column: Löwdin charge in e.
Atoms and positions in Å:
C -2.909 3.319 2.288  -0.13
O -1.687 3.426 2.992  -0.17
C -0.914 4.404 2.275  -0.20
C 0.508 4.482 2.793  -0.17
O 1.477 5.093 1.908  -0.14
C 2.045 4.250 0.848  -0.14
C 3.080 5.098 0.136  -0.23
O 4.334 4.713 0.562  -0.18
C 5.409 5.351 -0.027  -0.12
H -3.581 4.132 2.564  0.09
H -3.353 2.400 2.671  0.09
H -2.881 3.217 1.204  0.06
H -1.356 5.400 2.272  0.13
H -0.740 4.152 1.229  0.11
H 0.863 3.474 3.005  0.11
H 0.498 5.062 3.716  0.12
H 1.307 3.956 0.102  0.11
H 2.507 3.356 1.268  0.13
H 2.899 6.124 0.455  0.13
H 2.920 5.035 -0.940  0.13
H 6.299 5.178 0.578  0.09
H 5.189 6.370 -0.345  0.09
H 5.514 4.796 -0.959  0.09
C -2.225 4.469 -1.769  -0.11
O -1.855 3.651 -2.854  -0.18
C -2.970 3.112 -3.560  -0.16
C -2.600 1.621 -3.956  -0.15
O -1.515 1.564 -4.895  -0.15
C -1.182 0.230 -5.258  -0.19
C -0.300 -0.545 -4.279  -0.20
O 1.022 -0.170 -4.486  -0.16
C 1.940 -0.595 -3.504  -0.10
H -1.298 4.630 -1.217  0.08
H -2.809 3.911 -1.037  0.07
H -2.699 5.382 -2.128  0.09
H -3.089 3.673 -4.487  0.12
H -3.887 3.063 -2.973  0.12
H -3.371 1.114 -4.535  0.12
H -2.273 1.023 -3.106  0.11
H -0.705 0.441 -6.215  0.12
H -2.059 -0.366 -5.511  0.10
H -0.417 -1.574 -4.619  0.11
H -0.674 -0.422 -3.263  0.11
H 2.941 -0.314 -3.831  0.09
H 1.972 -1.619 -3.132  0.08
H 1.749 0.068 -2.660  0.07
C -0.988 -2.409 -7.863  -0.10
O -1.122 -3.258 -6.721  -0.19
C -2.483 -3.284 -6.254  -0.19
C -2.512 -3.958 -4.888  -0.18
O -2.035 -3.201 -3.789  -0.14
C -2.397 -3.651 -2.486  -0.18
C -1.746 -2.749 -1.387  -0.14
O -2.274 -2.827 -0.013  -0.19
C -2.310 -4.146 0.501  -0.12
H -0.061 -2.703 -8.356  0.09
H -0.944 -1.365 -7.554  0.06
H -1.830 -2.356 -8.554  0.08
H -3.037 -3.852 -7.002  0.12
H -2.877 -2.268 -6.246  0.11
H -1.871 -4.839 -4.891  0.13
H -3.568 -4.228 -4.850  0.12
H -2.051 -4.663 -2.276  0.12
H -3.480 -3.716 -2.383  0.12
H -1.815 -1.708 -1.703  0.10
H -0.668 -2.890 -1.466  0.12
H -1.410 -4.752 0.399  0.09
H -3.199 -4.689 0.180  0.09
H -2.425 -4.015 1.577  0.07
C 1.109 1.156 5.257  -0.08
O 2.014 0.710 4.233  -0.20
C 2.744 -0.484 4.619  -0.15
C 3.813 -0.596 3.446  -0.12
O 3.139 -1.073 2.230  -0.18
C 3.901 -2.047 1.461  -0.16
C 2.960 -2.628 0.338  -0.16
O 2.180 -3.783 0.707  -0.19
C 1.262 -3.605 1.790  -0.09
H 0.188 0.610 5.049  0.07
H 0.978 2.236 5.198  0.08
H 1.448 0.909 6.263  0.08
H 2.001 -1.279 4.674  0.09
H 3.306 -0.581 5.548  0.11
H 4.630 -1.279 3.676  0.11
H 4.293 0.354 3.209  0.12
H 4.124 -2.959 2.015  0.12
H 4.840 -1.630 1.096  0.12
H 3.639 -2.976 -0.441  0.12
H 2.306 -1.828 -0.008  0.11
H 0.366 -3.031 1.554  0.07
H 1.648 -2.895 2.521  0.06
H 1.109 -4.580 2.255  0.10
C -1.218 -3.320 6.733  -0.05
C 0.182 -2.934 6.331  -0.31
O -0.122 -2.270 5.107  0.11
C -1.320 -2.627 4.653  -0.56
O -1.739 -2.505 3.510  0.14
O -1.850 -3.498 5.464  0.12
F 0.846 -4.045 6.067  0.11
H -1.656 -2.530 7.343  0.14
H -1.247 -4.153 7.436  0.15
H 0.828 -2.333 6.971  0.18
C -0.473 0.464 2.242  -0.05
C -1.361 0.040 1.046  -0.32
O -0.417 -0.054 -0.006  0.13
C 0.654 0.695 0.340  -0.57
O 1.561 0.975 -0.387  0.16
O 0.501 1.188 1.550  0.08
F -2.292 0.932 0.803  0.11
H -0.015 -0.435 2.654  0.12
H -1.075 1.023 2.959  0.13
H -1.811 -0.941 1.199  0.14